A single C24H34O5 molecule. Source: the OMol25 dataset; level of theory: ωB97M-V with the def2-TZVPD basis set.

XYZ file:
```
63
Properties=species:S:1:pos:R:3:forces:R:3
C -2.08846 -1.34631 1.82964 0.1 0.2 0.0
C -0.79023 0.42781 -1.03897 0.3 -0.1 0.0
H -1.58515 -2.85083 -1.18271 0.0 -0.1 0.0
H -3.91680 1.37553 -0.67936 0.0 0.0 0.0
H 1.96874 3.21913 -0.33896 -0.1 0.1 0.0
H 5.35602 1.70761 2.28078 0.1 0.0 -0.1
C 3.47393 1.38959 1.26491 0.0 0.0 -0.1
O -5.52122 2.32834 1.15079 0.4 0.0 0.6
C 3.68646 -1.12656 -0.53967 0.1 -0.1 -0.4
C -1.15064 -1.91765 -1.52585 0.1 0.1 -0.1
H -5.21655 0.70149 -1.67605 0.0 0.1 0.1
H -2.17606 -2.43142 1.83367 0.0 -0.1 0.0
C -0.62735 -0.96794 2.01753 -0.1 -0.2 -0.1
H 2.64669 2.60453 -1.84838 0.0 0.0 -0.1
H 4.18209 -1.21519 0.43016 0.0 -0.1 0.1
C -5.86663 1.94137 -0.08899 -0.2 0.1 -0.4
C 4.95571 1.77758 1.26779 0.0 -0.1 0.3
H 4.22274 -1.76553 -1.24420 0.0 0.0 0.1
H 0.06445 -2.41575 0.60742 0.0 0.1 0.0
C -3.72062 -1.27470 -0.19554 -0.2 0.1 0.1
H 1.86413 -0.80313 1.47955 0.1 0.0 0.0
H -4.39416 -2.77998 1.21177 0.0 -0.1 0.1
H 3.70495 3.21934 -0.59515 0.1 0.1 0.0
C -2.41694 -0.76535 0.45117 -0.1 0.0 0.0
H 3.35434 0.36343 -2.04072 0.0 0.0 0.0
O -1.64318 1.24255 -1.29672 -0.1 0.1 -0.1
H -4.81179 -0.08993 1.24809 0.0 -0.1 0.1
H -0.14687 -2.13218 -1.88153 0.0 -0.1 -0.1
O 1.90203 -2.66135 -0.91552 0.0 -0.2 -0.1
H -0.53567 0.10342 2.20904 0.0 0.1 0.1
H -6.15710 2.98044 1.48332 -0.1 -0.1 -0.3
C 5.20140 0.79176 -1.04540 0.0 -0.2 -0.2
H 1.03821 -0.09785 -2.02021 0.0 -0.1 -0.1
H -2.73505 -0.94140 2.60648 -0.1 -0.1 0.1
H -2.55190 0.31148 0.59489 0.0 -0.1 0.0
C -0.01842 -1.32445 0.65989 0.2 0.1 0.2
H 5.27034 1.77248 -1.51916 0.0 0.1 0.0
C 3.73786 0.33172 -1.01496 0.1 0.0 0.1
C -4.88802 -0.35075 0.19144 0.2 0.0 -0.3
C 2.87021 1.25712 -0.14515 -0.2 0.1 0.0
O -6.83821 2.38270 -0.64220 -0.2 0.0 -0.1
C -4.08837 -2.71359 0.17040 0.1 0.2 -0.2
H 0.88770 1.31192 0.67503 0.0 0.0 0.0
C 0.66160 0.68371 -1.35988 -0.1 0.4 0.1
O 6.78517 0.34917 0.69247 0.2 -0.1 0.1
H 0.72332 1.64548 -1.86576 0.0 -0.1 0.0
H 3.38105 0.44759 1.80530 0.0 0.0 0.1
C -4.91260 0.92847 -0.65410 0.0 0.0 0.3
C -1.09600 -0.90185 -0.37343 -0.3 0.0 0.0
H 5.08252 2.80976 0.93386 0.0 0.0 0.0
H -3.26206 -3.39981 0.00739 0.1 -0.1 0.0
C 1.43502 0.67749 -0.03299 0.2 -0.1 -0.1
H 2.91019 2.14015 1.82339 -0.1 0.0 0.0
H 5.80400 0.09071 -1.62548 0.0 0.1 0.0
H -0.15254 -1.50885 2.83593 0.1 0.0 0.0
C 1.40190 -0.76722 0.48608 -0.4 -0.3 0.1
H -1.73943 -1.54166 -2.35961 -0.1 0.0 -0.1
C 2.27610 -1.63988 -0.39653 0.3 0.3 0.3
C 2.79309 2.65787 -0.77306 0.1 -0.2 0.1
H -5.83239 -0.87934 0.04657 -0.1 0.0 0.1
H -3.61085 -1.21753 -1.28081 0.0 0.0 0.0
H -4.92139 -3.04355 -0.44665 -0.1 -0.1 0.0
C 5.77069 0.89976 0.34894 -0.2 0.3 -0.1
```
Forces are in eV/Å.

Results
Molecular weight: 402.5 g mol⁻¹
Maximum force: 0.0133 hartree/bohr
Net charge: 0
Structure (SMILES): C[C@@H](CCC(=O)O)[C@H]1CC[C@@H]2[C@H]3C(=O)C[C@@H]4CC(=O)CC[C@]4(C)[C@H]3CC(=O)[C@@]21C
Electronic energy: -35679.3181 eV
Highest occupied orbital energy: -9.5 eV

These are the Mulliken partial charges, in e, on atoms 1 to 6: number 1, C, carries -1.037; number 2, C, carries -0.901; number 3, H, carries 0.358; number 4, H, carries 0.081; number 5, H, carries 0.387; number 6, H, carries 0.433

=====

A gas-phase ion, C7H15N2S2 (charge +1) in a non-equilibrium geometry. Source: the OMol25 dataset; level of theory: ωB97M-V with the def2-TZVPD basis set.

XYZ file:
```
26
Properties=species:S:1:pos:R:3:forces:R:3
H -1.57315 -1.91890 -2.94291 0.3 0.4 -0.2
H 0.89367 -1.63082 -1.74472 0.3 1.2 -0.1
C -1.24001 -0.55503 1.67144 -0.9 0.2 0.5
H -0.62146 -0.28661 -7.45749 -0.4 0.0 -1.0
H -2.46279 -0.06962 -5.85682 -0.5 -0.2 -0.3
H -0.98693 -2.39265 -6.18230 -0.2 -0.3 -0.1
C -0.11284 -1.77587 -6.01539 -0.3 -0.1 -0.4
H 0.72035 -2.22228 -6.60175 -0.5 0.4 0.4
C -1.50439 0.35762 -5.62151 -0.3 -0.1 -0.4
C 0.15441 -0.80260 -1.77032 -0.5 -1.1 -1.9
N -0.23193 -0.79078 0.63387 -1.1 -0.4 -2.6
C 0.95219 -1.43846 1.19754 0.3 -0.3 -0.4
H 0.50449 0.21916 -6.25635 0.4 0.3 -0.1
H -2.05089 0.08808 1.34312 0.2 0.1 -0.3
S -1.43477 0.32449 -3.81204 -0.3 1.6 -0.1
N -0.56617 -0.61390 -0.58951 -0.6 0.9 2.1
C -0.41049 -0.33469 -6.41930 1.1 0.1 1.7
H 1.04350 -1.06793 2.22169 0.3 -0.2 -0.4
H 1.80971 -1.20032 0.58509 0.3 0.0 0.0
H 0.78002 -2.52436 1.20483 0.1 0.3 0.0
S 0.41269 -2.03954 -4.30522 0.7 0.0 0.3
H -1.69997 -1.49822 1.99986 0.4 0.0 -0.3
H -0.75758 -0.13109 2.55370 0.0 0.1 -0.3
C -0.80189 -1.21339 -3.30068 -0.1 -1.5 2.2
H 0.16535 0.18312 -2.37905 1.2 -0.9 1.7
H -1.56292 1.43643 -5.86913 0.1 -0.6 0.2
```
Forces are in eV/Å.

Results
Molecular weight: 191.3 g mol⁻¹
Maximum force: 0.0559 hartree/bohr
Net charge: +1
Structure (SMILES): C[N+](C)=NCC1SCCCS1
Electronic energy: -32142.8970 eV
Highest occupied orbital energy: -12.0 eV

These are the Mulliken partial charges, in e, on atoms 1 to 6: number 1, H, carries 0.427; number 2, H, carries 0.582; number 3, C, carries -0.756; number 4, H, carries 0.380; number 5, H, carries 0.357; number 6, H, carries 0.367